Record 1
Density functional theory data (ωB97M-V/def2-TZVPD) for a structure of composition C33H42BF9N6O3S3Zn.

Geometry as XYZ:
```
98
Properties=species:S:1:pos:R:3:nbo_charge:R:1
Zn 1.653 -3.084 -1.194 1.6140
C 5.083 0.268 -0.229 -0.6454
C 3.650 0.668 -0.104 0.0189
C 3.236 1.937 -0.334 -0.1837
C 1.864 2.275 -0.230 0.2294
N 0.984 1.384 0.124 -0.2065
N 1.387 0.113 0.331 -0.4062
B 0.219 -0.744 0.828 1.0878
N 0.467 -1.828 1.849 -0.3689
N 0.002 -0.684 2.399 -0.2720
C -0.240 -0.524 3.662 0.3705
C -0.031 -1.681 4.473 -0.2633
C 0.435 -2.847 3.962 0.0698
C 0.661 -4.035 4.833 -0.6490
C 0.747 -2.978 2.537 0.0384
S 1.394 -4.350 1.900 -0.0763
C -0.687 0.801 4.225 -0.1033
C 0.292 1.207 5.335 -0.5986
C -0.686 1.861 3.138 -0.6185
C -2.097 0.635 4.806 -0.5990
N -1.058 -0.782 -0.017 -0.4121
N -1.744 0.392 0.045 -0.2106
C -2.825 0.511 -0.665 0.2339
C -3.287 -0.552 -1.486 -0.1846
C -2.647 -1.741 -1.499 0.0159
C -3.099 -2.880 -2.351 -0.6430
C -1.462 -1.871 -0.695 0.1362
S -0.715 -3.383 -0.581 -0.3134
C -3.621 1.807 -0.633 -0.0815
C -3.699 2.363 -2.062 -0.6025
C -5.031 1.494 -0.116 -0.5984
C -2.983 2.857 0.265 -0.5971
C 2.655 -0.320 0.194 0.1206
S 3.111 -1.934 0.376 -0.2987
C 1.329 3.666 -0.563 -0.0699
C 0.427 3.538 -1.797 -0.6090
C 0.530 4.207 0.625 -0.6001
C 2.463 4.643 -0.874 -0.6134
H 5.704 1.146 -0.393 0.2148
H 5.206 -0.427 -1.060 0.2621
H 5.418 -0.256 0.666 0.2423
H 3.957 2.688 -0.620 0.2311
H -0.235 -1.608 5.531 0.2288
H 0.383 -3.818 5.863 0.2126
H 1.708 -4.337 4.786 0.2562
H 0.087 -4.884 4.462 0.2540
H 1.301 1.329 4.940 0.2184
H 0.327 0.476 6.142 0.2096
H -0.025 2.159 5.761 0.2212
H 0.315 2.016 2.741 0.2206
H -1.038 2.807 3.550 0.2187
H -1.323 1.581 2.303 0.2375
H -2.128 -0.107 5.603 0.2113
H -2.805 0.336 4.033 0.2172
H -2.428 1.586 5.221 0.2204
H -4.158 -0.405 -2.109 0.2255
H -4.007 -2.611 -2.886 0.2155
H -3.278 -3.769 -1.748 0.2452
H -2.318 -3.139 -3.066 0.2581
H -4.261 1.712 -2.731 0.2079
H -2.703 2.501 -2.484 0.2233
H -4.200 3.331 -2.048 0.2165
H -5.548 0.772 -0.749 0.2079
H -5.628 2.407 -0.098 0.2169
H -4.994 1.092 0.897 0.2117
H -1.977 3.101 -0.064 0.2229
H -2.928 2.525 1.299 0.2099
H -3.586 3.765 0.233 0.2112
H -0.321 2.760 -1.652 0.2289
H 1.008 3.273 -2.681 0.2236
H -0.079 4.486 -1.988 0.2072
H -0.223 3.495 0.948 0.2220
H 0.033 5.136 0.343 0.2111
H 1.189 4.418 1.470 0.2062
H 3.026 4.350 -1.761 0.2145
H 3.155 4.746 -0.037 0.2075
H 2.037 5.627 -1.072 0.2210
C 0.839 -6.027 -1.812 -0.3001
O 2.129 -6.399 -2.270 -0.5620
C 3.095 -5.468 -2.472 0.4348
O 2.762 -4.310 -2.068 -0.9902
H 0.232 -6.927 -1.888 0.1948
H 0.402 -5.253 -2.445 0.1805
H 0.858 -5.692 -0.767 0.1704
F 0.533 -3.084 -4.225 -0.3152
C 1.352 -2.074 -4.548 0.9625
F 2.579 -2.559 -4.688 -0.2987
F 0.962 -1.611 -5.748 -0.3237
C 1.294 -0.964 -3.445 0.0345
O 1.172 -1.425 -2.200 -0.9733
C 2.574 -0.081 -3.563 0.9643
F 2.387 1.093 -2.918 -0.3441
F 2.914 0.215 -4.822 -0.3146
F 3.612 -0.676 -2.980 -0.3096
C 0.049 -0.064 -3.736 0.9666
F 0.217 0.803 -4.743 -0.3183
F -1.023 -0.819 -4.031 -0.3282
F -0.285 0.652 -2.651 -0.3316
```

## Properties
Net charge   0
Gap between HOMO and LUMO   5.7 eV

Record 2
Density functional theory data (ωB97M-V/def2-TZVPD) for a structure of composition C33H42FeN12OTe.

Geometry as XYZ:
```
90
Properties=species:S:1:pos:R:3:lowdin_charge:R:1
Fe 0.224 0.607 0.032 0.7626
N 2.874 -0.439 1.908 0.1554
C 3.096 0.464 0.913 -0.4690
N 4.264 0.970 0.596 0.0472
N 4.000 1.841 -0.410 -0.0612
N 2.750 1.856 -0.690 -0.0740
N 2.119 0.968 0.155 -0.0897
C 1.697 -1.144 2.013 -0.4623
N 1.488 -2.086 2.897 0.0444
N 0.225 -2.512 2.646 -0.0667
N -0.301 -1.861 1.679 -0.0927
N 0.624 -0.962 1.227 -0.0650
H 3.654 -0.742 2.467 0.1497
C -6.024 -6.897 -3.077 -0.0482
C -5.145 -5.772 -2.594 -0.2619
C -5.348 -5.176 -1.356 -0.0152
C -4.551 -4.126 -0.915 -0.3140
C -4.795 -3.528 0.456 -0.0747
C -3.518 -3.653 -1.743 -0.3613
Te -2.324 -2.010 -0.950 1.8137
N -1.504 0.281 -0.064 -0.1781
C -2.636 0.571 0.574 -0.5918
O -3.677 -0.093 0.334 -0.1289
C -2.753 1.728 1.542 -0.1509
C -4.014 2.280 1.754 -0.0307
C -4.173 3.369 2.599 -0.0752
C -3.077 3.896 3.271 -0.0869
C -1.820 3.338 3.084 -0.0740
C -1.660 2.265 2.219 -0.0380
C -2.513 -0.896 -2.756 -0.3600
C -3.783 -0.447 -3.162 -0.2711
C -5.046 -0.788 -2.404 -0.0458
C -3.876 0.350 -4.300 -0.0132
C -2.760 0.707 -5.043 -0.2661
C -2.884 1.566 -6.276 -0.0451
C -1.518 0.254 -4.624 -0.0210
C -1.366 -0.535 -3.489 -0.3147
C 0.045 -0.952 -3.137 -0.0737
C -3.263 -4.276 -2.974 -0.2830
C -2.098 -3.894 -3.862 -0.0497
C -4.091 -5.319 -3.379 -0.0173
H -6.856 -7.071 -2.393 0.0737
H -5.452 -7.825 -3.160 0.0835
H -6.429 -6.672 -4.065 0.0808
H -6.142 -5.543 -0.712 0.1163
H -5.660 -3.984 0.935 0.0793
H -4.964 -2.449 0.397 0.0554
H -3.927 -3.685 1.102 0.0821
H -4.864 1.831 1.252 0.1170
H -5.154 3.805 2.744 0.1033
H -3.206 4.730 3.951 0.1023
H -0.964 3.730 3.621 0.1055
H -0.683 1.832 2.098 0.0839
H -4.926 -0.564 -1.343 0.0464
H -5.274 -1.853 -2.500 0.0787
H -5.896 -0.220 -2.783 0.0823
H -4.856 0.701 -4.612 0.1167
H -3.928 1.764 -6.518 0.0744
H -2.419 1.081 -7.136 0.0827
H -2.381 2.526 -6.132 0.0807
H -0.632 0.524 -5.195 0.1295
H 0.549 -1.390 -4.000 0.0910
H 0.075 -1.683 -2.333 0.0242
H 0.635 -0.082 -2.843 0.0729
H -1.256 -3.533 -3.269 0.0510
H -2.374 -3.106 -4.569 0.0880
H -1.761 -4.759 -4.437 0.0830
H -3.891 -5.805 -4.331 0.1226
C -1.841 6.330 -2.312 -0.0655
C -1.930 5.535 -1.014 -0.2008
N -0.806 4.613 -0.821 -0.0615
C 0.441 5.169 -0.292 -0.1934
C 1.553 5.286 -1.332 -0.0614
C -0.910 3.295 -1.039 -0.3553
C -2.191 2.763 -1.626 0.0148
N 0.085 2.477 -0.788 0.0699
H -2.755 6.911 -2.456 0.0786
H -1.727 5.658 -3.166 0.0759
H -0.994 7.018 -2.297 0.0705
H -2.860 4.977 -0.983 0.1046
H -1.944 6.215 -0.162 0.1209
H 0.778 4.558 0.550 0.1207
H 0.207 6.156 0.107 0.1191
H 1.862 4.307 -1.706 0.0593
H 2.425 5.766 -0.884 0.0842
H 1.226 5.890 -2.181 0.0699
H -3.016 2.833 -0.913 0.0874
H -2.053 1.720 -1.880 0.0547
H -2.460 3.316 -2.528 0.0948
H 0.950 2.922 -0.507 0.0034
```

## Properties
Net charge   0
Multiplicity   5
Expectation value of S²   6.0593
Gap between HOMO and LUMO (alpha / beta)   7.6 / 6.4 eV

Record 3
Density functional theory data (ωB97M-V/def2-TZVPD) for the molecule C33H42INO7.

Geometry as XYZ:
```
84
Properties=species:S:1:pos:R:3:lowdin_charge:R:1
C 1.141 4.530 2.838 -0.0917
C 2.392 3.498 2.813 -0.2660
O 2.933 3.470 1.467 -0.1961
C 3.682 2.249 1.237 -0.1756
C 4.681 2.371 -0.042 -0.1724
O 5.414 1.150 -0.273 -0.1804
C 4.767 0.296 -1.247 -0.1582
C 4.286 -1.056 -0.527 -0.0558
C 5.235 -1.900 0.400 0.0587
C 4.784 -3.199 1.133 -0.1953
N 5.729 -3.919 2.018 0.0611
C 5.386 -5.208 2.120 -0.3189
C 5.522 -6.115 0.795 -0.0543
C 4.845 -5.852 3.489 -0.0452
C 3.321 -3.689 0.949 0.0389
C 2.391 -2.855 0.044 -0.0318
C 2.828 -1.542 -0.710 -0.0053
C 1.717 -0.771 -1.589 -0.2485
O 1.931 -0.294 -2.731 0.0372
C 0.263 -0.702 -0.889 0.0069
C -0.176 -2.019 -0.142 -0.0250
C -1.524 -2.072 0.606 0.0503
C -2.389 -0.757 0.572 -0.1658
C -3.772 -0.830 1.408 -0.1632
C -4.747 -2.004 0.911 -0.2056
O -5.860 -2.065 1.828 -0.1891
C -5.679 -3.069 2.854 -0.2464
C -5.108 -2.442 4.243 -0.0982
C -1.964 0.533 -0.170 -0.4735
I -3.181 2.366 -0.187 0.8992
C -0.592 0.586 -0.934 -0.1356
C -0.140 1.929 -1.708 -0.1776
C -1.020 1.944 -3.082 -0.2113
C -1.342 3.432 -3.599 -0.1991
C -2.872 3.449 -4.087 -0.1931
C -3.453 4.914 -4.376 -0.1729
O -4.876 4.914 -4.728 -0.0822
C -5.679 4.590 -3.599 -0.4187
C -6.395 3.153 -3.487 -0.0084
O -5.894 5.406 -2.675 0.0572
C 0.844 -3.272 -0.157 -0.2555
O 0.469 -4.457 -0.345 0.0452
H 0.499 4.379 3.777 0.0761
H 0.481 4.411 1.904 0.0744
H 1.498 5.623 2.864 0.0771
H 2.091 2.461 3.206 0.1230
H 3.141 3.916 3.588 0.1240
H 4.278 1.994 2.188 0.1367
H 2.979 1.363 1.015 0.1297
H 5.467 3.159 0.280 0.1377
H 4.161 2.807 -0.959 0.1310
H 5.535 0.083 -2.086 0.1459
H 3.894 0.834 -1.746 0.1093
H 6.300 -1.488 0.530 0.1132
H 5.318 -5.515 -0.170 0.0940
H 6.548 -6.621 0.787 0.0900
H 4.726 -6.957 0.827 0.0858
H 5.487 -6.737 3.844 0.0865
H 4.794 -5.058 4.307 0.0864
H 3.782 -6.257 3.297 0.0933
H 2.862 -4.611 1.451 0.1124
H -1.834 -3.026 1.137 0.1121
H -3.444 -1.100 2.486 0.1120
H -4.271 0.198 1.496 0.0674
H -5.107 -1.707 -0.144 0.1391
H -4.169 -2.981 0.791 0.1142
H -5.025 -3.957 2.537 0.1204
H -6.726 -3.482 3.094 0.1212
H -5.299 -1.320 4.313 0.0806
H -3.979 -2.629 4.291 0.0660
H -5.605 -2.952 5.150 0.0778
H -0.356 2.870 -1.102 0.0756
H 0.962 1.879 -2.024 0.1058
H -2.031 1.458 -2.803 0.0708
H -0.567 1.292 -3.900 0.1225
H -1.105 4.230 -2.812 0.1140
H -0.702 3.628 -4.540 0.1191
H -3.014 2.784 -5.024 0.1371
H -3.511 2.956 -3.266 0.0522
H -3.329 5.531 -3.416 0.1319
H -2.914 5.466 -5.224 0.1398
H -5.807 2.486 -2.752 0.0747
H -7.479 3.279 -3.131 0.0943
H -6.427 2.620 -4.499 0.0868
```

## Properties
Net charge   0
Gap between HOMO and LUMO   6.9 eV
Structure (SMILES)   CCOCCOCc1cc(N=C(C)C)cc2c1C(=O)c1c(cc(CCOCC)c(I)c1CCCCCOC(C)=O)C2=O

What are the total energy values for these records? In order: -156045.6376; -96509.7736; -58810.6595 eV.
What are the molar mass values for these records? In order: 914.1; 806.2; 691.6 g mol⁻¹.